1.
The following is a DFT calculation (the ωB97M-V functional and the def2-TZVPD basis) of a molecular structure, C24H17Br2CaFN3O3 in a non-equilibrium geometry.

XYZ file:
```
51
Properties=species:S:1:pos:R:3:nbo_charge:R:1
Ca 0.04860 1.63534 1.17035 1.809
C 3.54630 -2.29765 -3.75739 -0.623
C 2.61527 -3.26078 -3.04376 -0.021
C 1.81239 -4.06800 -4.04334 -0.405
C 0.80286 -4.96579 -3.36327 -0.427
C -0.12468 -4.13151 -2.52861 -0.004
C -1.43193 -4.48050 -2.32599 -0.220
C -2.26986 -3.69153 -1.53058 0.396
F -3.53902 -4.09444 -1.37512 -0.309
C -1.83798 -2.56141 -0.92262 -0.250
C -0.49520 -2.18260 -1.11197 -0.078
C 0.00366 -1.00792 -0.44551 0.496
O -0.76885 -0.23591 0.20785 -0.808
C 1.40319 -0.74909 -0.53068 -0.283
C 2.14557 -1.49015 -1.39798 0.130
N 1.67646 -2.53164 -2.10415 -0.325
C 0.35091 -2.94326 -1.92098 0.157
C 1.82578 0.46217 0.26156 0.719
O 1.85765 0.35046 1.52147 -0.760
O 1.69737 1.59283 -0.29863 -0.772
H 4.09758 -2.86075 -4.51123 0.238
H 4.28794 -1.83312 -3.11109 0.218
H 2.97875 -1.51292 -4.26217 0.225
H 3.19391 -3.95147 -2.42487 0.207
H 2.52238 -4.64635 -4.63528 0.234
H 1.30699 -3.38135 -4.73120 0.215
H 1.31742 -5.69229 -2.72528 0.226
H 0.23235 -5.54287 -4.09030 0.236
H -1.83460 -5.37920 -2.77859 0.239
H -2.48620 -1.96073 -0.30227 0.255
H 3.19027 -1.26848 -1.55174 0.225
Br -1.11054 3.75487 7.68356 0.155
C -0.81799 3.13362 5.95570 -0.036
C -0.11409 1.96478 5.74653 -0.262
C 0.06554 1.55674 4.43933 0.079
N -0.40716 2.24631 3.39201 -0.571
C -1.08089 3.39043 3.60871 0.174
C -1.31143 3.86227 4.88590 -0.253
C -1.57724 4.14739 2.38429 0.266
C -2.28672 5.32454 2.52546 -0.271
C -2.71348 5.98472 1.38588 -0.038
Br -3.67013 7.56875 1.55361 0.158
C -2.42743 5.46989 0.13719 -0.264
C -1.71325 4.29102 0.09024 0.074
N -1.29139 3.62692 1.17433 -0.584
H 0.28653 1.37971 6.56082 0.255
H 0.61753 0.65032 4.22136 0.229
H -1.85295 4.77608 5.07293 0.240
H -2.51534 5.73912 3.49439 0.240
H -2.73831 5.95429 -0.77622 0.255
H -1.46650 3.85918 -0.87267 0.215
```

Computed properties:
* multiplicity: 1
* charge: +1
* HOMO-LUMO gap: 7.501 eV
* E_tot: -7240.26559 a.u.
* energy above the lowest of the compared OMol25 structures with the same formula, charge and spin: 5.7 kcal per mole

2.
The following is a DFT calculation (the ωB97M-V functional and the def2-TZVPD basis) of a molecular structure, C24H17Br3N5ORbS in a non-equilibrium geometry.

XYZ file:
```
52
Properties=species:S:1:pos:R:3:nbo_charge:R:1
Rb -0.63141 0.03640 0.99964 0.894
N -2.98444 -2.83300 -1.62068 -0.844
C -2.81807 -2.38221 -0.29949 0.260
S -3.91693 -1.19178 0.25284 -0.492
N -1.76724 -2.92884 0.27455 -0.546
N -1.67152 -2.70705 1.64641 -0.257
C -0.47774 -2.72164 2.10971 0.029
C 0.79560 -2.89269 1.35621 -0.262
C 1.03145 -4.05486 0.63101 -0.162
C 2.21363 -4.27616 -0.06431 -0.385
C 3.18723 -3.27034 -0.03850 -0.164
C 2.98568 -2.10329 0.66388 -0.362
C 1.78776 -1.84880 1.41358 0.392
O 1.59878 -0.75545 2.03547 -0.804
H -3.41744 -2.13234 -2.20115 0.377
H -2.14291 -3.24328 -2.00099 0.361
H -0.39974 -2.53001 3.17871 0.181
H 0.23818 -4.79447 0.60138 0.209
H 2.37115 -5.19983 -0.60943 0.186
H 4.11600 -3.40663 -0.58744 0.175
H 3.74016 -1.32329 0.67709 0.195
Br 2.01684 5.23372 -4.19137 0.032
C 1.29548 3.91465 -3.04074 -0.044
C 0.59675 4.28944 -1.91110 -0.296
C 0.08539 3.27542 -1.11003 0.072
N 0.24606 1.98793 -1.39110 -0.387
C 0.93182 1.64150 -2.47333 0.203
C 1.48002 2.57771 -3.34695 -0.282
C 1.09147 0.14999 -2.69048 0.168
C 1.89987 -0.36917 -3.69335 -0.284
C 1.99299 -1.75091 -3.76823 -0.066
Br 3.09212 -2.52425 -5.10542 0.023
C 1.31596 -2.55399 -2.88000 -0.219
C 0.53253 -1.93066 -1.91055 0.050
N 0.42582 -0.60901 -1.83112 -0.402
H 0.45001 5.32839 -1.65257 0.229
H -0.47002 3.49528 -0.20266 0.236
H 2.02673 2.29326 -4.23271 0.221
H 2.44985 0.25045 -4.38506 0.216
H 1.39950 -3.63040 -2.89635 0.230
H -0.02164 -2.50390 -1.16985 0.269
Br -3.60619 5.09601 6.35578 -0.074
C -2.85101 4.04309 4.93290 -0.091
C -1.76193 3.23035 5.18761 -0.296
C -1.23089 2.48943 4.12991 -0.274
C -1.71007 2.48091 2.79987 -0.378
C -2.82581 3.33737 2.65693 -0.276
C -3.40310 4.10912 3.66722 -0.299
H -1.34064 3.17945 6.18552 0.195
H -0.36992 1.86944 4.38655 0.179
H -3.31319 3.41613 1.68275 0.171
H -4.26296 4.74281 3.47947 0.194
```

Computed properties:
* multiplicity: 1
* charge: -2
* HOMO-LUMO gap: 4.714 eV
* E_tot: -9418.11945 a.u.
* energy above the lowest of the compared OMol25 structures with the same formula, charge and spin: 0.0 kcal per mole

3.
The following is a DFT calculation (the ωB97M-V functional and the def2-TZVPD basis) of C24H17Cl3FN3O2 in the gas phase in a non-equilibrium geometry.

XYZ file:
```
50
Properties=species:S:1:pos:R:3:nbo_charge:R:1
H 3.38114 -3.24093 -3.40961 0.354
N 3.00175 -2.80305 -4.28511 -0.795
C 1.74755 -2.75565 -4.47310 0.674
O 1.25488 -2.33578 -5.67984 -0.429
C -0.04407 -2.18843 -5.60925 0.052
C -0.40739 -2.74985 -4.39567 -0.116
N 0.70883 -3.07631 -3.70682 -0.423
C 0.77727 -3.47075 -2.32778 -0.233
C 0.48990 -2.39956 -1.42729 -0.065
C -0.59445 -2.45214 -0.47433 -0.124
C -0.77123 -1.38812 0.48792 -0.135
C -1.85681 -1.49872 1.57071 0.667
O -2.43672 -2.52488 1.89931 -0.614
N -2.08577 -0.36068 2.29506 -0.625
C -3.09586 -0.16515 3.34681 -0.231
C -3.08066 1.40866 3.60939 0.027
C -1.81477 2.04290 3.85475 -0.246
C -1.93025 3.41114 4.01384 -0.211
C -2.98599 4.26128 3.66961 -0.020
Cl -3.04575 6.09597 3.90619 -0.002
C -4.11167 3.60988 3.23048 0.031
Cl -5.50498 4.68600 2.62873 -0.033
C -4.16225 2.21249 3.19858 -0.264
C 0.13799 -0.31640 0.65934 -0.180
C 1.16363 -0.36201 -0.40601 -0.037
C 2.23460 0.61109 -0.45857 -0.005
C 2.52602 1.33372 -1.61298 -0.203
C 3.55217 2.23510 -1.67428 -0.251
C 4.29788 2.45501 -0.58166 0.396
F 5.14701 3.58309 -0.71289 -0.341
C 4.11236 1.71313 0.57090 -0.290
C 3.13010 0.73009 0.63521 -0.057
Cl 3.06406 -0.33013 1.97102 0.045
C 1.31433 -1.35430 -1.37225 -0.160
H -0.75643 -1.76142 -6.36489 0.229
H -1.44790 -2.74711 -3.95972 0.229
H 1.80389 -3.91934 -2.08878 0.235
H -0.04297 -4.17299 -2.19675 0.221
H -1.25833 -3.34406 -0.40736 0.235
H -1.52244 0.44253 2.10831 0.394
H -4.09538 -0.60774 3.07185 0.227
H -2.79785 -0.65933 4.27278 0.210
H -0.92732 1.51390 4.13357 0.236
H -1.05461 3.96857 4.15667 0.226
H -4.93666 1.58556 2.71660 0.248
H 0.10851 0.48004 1.38374 0.222
H 2.03908 1.12490 -2.50359 0.224
H 3.83802 2.80174 -2.60159 0.241
H 4.75183 1.96938 1.37008 0.241
H 2.18568 -1.29130 -2.03129 0.227
```

Computed properties:
* multiplicity: 1
* charge: 0
* HOMO-LUMO gap: 7.958 eV
* E_tot: -2719.85176 a.u.

4.
The following is a DFT calculation (the ωB97M-V functional and the def2-TZVPD basis) of a molecular structure, C24H17Cl4LuNO3S in a non-equilibrium geometry.

XYZ file:
```
51
Properties=species:S:1:pos:R:3:mulliken_charge:R:1
Lu 0.99290 -1.27588 -0.81946 1.552
Cl 4.88509 -1.62145 4.54809 -0.177
C 4.27213 -1.80584 2.95322 0.329
C 5.13468 -2.11253 1.90181 0.143
Cl 6.81811 -2.30791 2.19128 -0.170
C 4.63671 -2.25442 0.60570 0.191
Cl 5.67346 -2.60697 -0.72140 -0.169
C 3.27694 -2.12537 0.35488 0.517
O 2.74796 -2.24143 -0.90106 -1.063
C 2.41510 -1.80695 1.42009 0.022
O 1.08447 -1.61051 1.14640 -0.535
C 2.91111 -1.63953 2.70177 0.166
Cl 1.81405 -1.20180 3.96282 -0.177
O -0.82619 -2.40036 -1.20926 -0.712
S -1.71672 -2.22257 0.07251 0.540
C -3.38269 -2.38507 -0.47856 0.691
C -4.35716 -2.50675 0.50098 -0.377
C -5.67757 -2.62254 0.09254 -0.673
C -5.99449 -2.63868 -1.25924 -0.426
C -4.99684 -2.54084 -2.21998 -0.707
C -3.67044 -2.40863 -1.83570 -0.249
C -1.61513 -0.45824 0.35571 0.277
C -1.70651 0.41162 -0.72491 -0.167
C -1.74356 1.77766 -0.48960 -0.778
C -1.68245 2.24432 0.81894 -0.533
C -1.56995 1.36124 1.88825 -0.706
C -1.53416 -0.00708 1.66680 -0.409
H -4.11597 -2.52425 1.55691 0.411
H -6.46123 -2.71827 0.83178 0.395
H -7.02652 -2.74409 -1.56614 0.408
H -5.25044 -2.57764 -3.27083 0.400
H -2.87594 -2.35946 -2.56699 0.444
H -1.80181 0.01699 -1.73144 0.525
H -1.82741 2.47104 -1.31560 0.478
H -1.72061 3.30909 1.00932 0.454
H -1.50246 1.73972 2.89949 0.446
H -1.40924 -0.71425 2.47675 0.446
C 2.22196 5.21184 -1.03569 -1.438
C 2.02715 3.72476 -1.05478 1.087
C 1.81258 3.03673 -2.24763 -0.772
C 1.66687 1.66602 -2.22618 -0.432
N 1.69976 0.95587 -1.09016 -0.209
C 1.92388 1.61073 0.05821 -0.042
C 2.08293 2.97968 0.11994 -0.880
H 1.96084 5.66200 -1.99120 0.378
H 3.26706 5.44844 -0.82757 0.325
H 1.62071 5.67466 -0.25329 0.361
H 1.77549 3.56336 -3.19157 0.419
H 1.51812 1.11567 -3.14802 0.437
H 1.96463 1.01140 0.96245 0.491
H 2.26079 3.44647 1.07960 0.466
```

Computed properties:
* multiplicity: 1
* charge: +1
* HOMO-LUMO gap: 6.990 eV
* E_tot: -4679.63967 a.u.